Entry 1:
Molecular formula: C20H21F6N5O5S8SbZr
Method: DFT, wB97M-V/def2-TZVPD

The value obtained for the energy relative to the best compared isomer or geometry (same formula, charge and spin) is 32.3 kcal/mol. As for the spin multiplicity: 1. The charge is -1. Its HOMO energy is -5.03 eV.

Last column: Löwdin charge in e.
CARTESIAN COORDINATES (ANGSTROEM)
Zr  -0.228  0.020  0.284  1.021
N  0.279  2.371  0.849  -0.106
C  1.614  2.847  0.463  -0.228
C  1.897  2.368  -0.943  -0.223
N  1.700  0.909  -0.984  -0.062
H  -0.458  2.997  0.537  0.065
H  0.192  2.295  1.858  0.015
H  2.330  2.408  1.160  0.111
H  1.702  3.935  0.520  0.119
H  2.902  2.656  -1.261  0.121
H  1.192  2.828  -1.635  0.092
H  2.459  0.436  -0.501  0.078
H  1.703  0.604  -1.952  0.055
S  -0.751  -2.877  3.633  -0.231
Sb  -2.293  -1.672  2.497  -0.165
S  -1.779  -1.922  0.146  -0.031
S  -1.554  0.642  2.276  -0.022
S  -4.500  -1.737  2.884  -0.243
N  1.431  -6.582  -2.236  0.096
C  1.960  -5.511  -2.844  -0.845
S  2.882  -5.607  -4.202  0.652
C  1.634  -4.215  -2.183  -0.234
C  1.340  -3.089  -2.939  -0.009
C  0.988  -1.925  -2.283  -0.110
N  0.931  -1.828  -0.952  -0.090
C  1.232  -2.906  -0.223  -0.152
C  1.592  -4.109  -0.798  0.009
H  1.586  -7.490  -2.639  0.099
H  0.757  -6.482  -1.495  0.112
H  1.369  -3.131  -4.018  0.104
H  0.711  -1.045  -2.851  0.089
H  1.147  -2.806  0.852  0.079
H  1.837  -4.943  -0.155  0.123
C  8.519  -3.869  6.738  -0.084
C  7.400  -3.393  5.841  -0.761
O  7.210  -3.826  4.739  0.035
S  6.413  -2.118  6.603  1.011
C  5.266  -1.732  5.311  -0.543
C  3.931  -2.091  5.458  -0.083
C  3.010  -1.760  4.479  -0.011
C  3.425  -1.074  3.334  -0.243
C  4.771  -0.733  3.187  -0.031
C  5.685  -1.049  4.175  -0.096
C  2.445  -0.731  2.348  -0.118
C  1.525  -0.389  1.627  -0.182
H  8.473  -4.955  6.798  0.086
H  8.463  -3.439  7.736  0.057
H  9.469  -3.594  6.277  0.086
H  3.613  -2.626  6.343  0.106
H  1.964  -2.026  4.577  0.076
H  5.093  -0.210  2.296  0.111
H  6.726  -0.775  4.067  0.108
F  -1.874  -0.599  -4.078  0.143
C  -2.278  0.660  -3.899  -0.678
F  -2.383  1.248  -5.085  0.153
F  -3.448  0.653  -3.290  0.168
S  -0.972  1.502  -2.890  0.620
O  -1.101  0.777  -1.616  -0.479
O  0.256  1.234  -3.586  -0.277
N  -1.208  3.009  -2.740  -0.279
S  -2.509  3.920  -2.687  0.597
O  -2.086  5.281  -2.625  -0.263
O  -3.517  3.500  -3.608  -0.260
C  -3.203  3.569  -1.013  -0.672
F  -3.540  2.295  -0.896  0.152
F  -2.292  3.859  -0.066  0.109
F  -4.271  4.333  -0.811  0.154

***

Entry 2:
Molecular formula: C20H21F6OSi
Method: DFT, wB97M-V/def2-TZVPD

The value obtained for the energy relative to the best compared isomer or geometry (same formula, charge and spin) is 18.8 kcal/mol. As for the spin multiplicity: 1. The charge is +1. Its HOMO energy is -12.63 eV.

Last column: Löwdin charge in e.
CARTESIAN COORDINATES (ANGSTROEM)
C  1.687  -0.094  2.828  -0.143
Si  1.855  1.578  2.060  0.467
C  0.586  2.758  2.707  -0.141
C  3.584  2.254  2.160  -0.146
O  1.530  1.364  0.390  -0.003
C  0.964  2.170  -0.497  -0.146
C  -0.508  1.998  -0.628  -0.483
F  -1.185  3.099  -0.143  0.144
F  -0.917  1.869  -1.927  0.148
F  -0.957  0.903  0.056  0.154
C  1.551  3.110  -1.395  0.081
H  1.882  -0.044  3.915  0.058
H  0.674  -0.497  2.688  0.049
H  2.394  -0.813  2.392  0.048
H  0.796  2.962  3.765  0.057
H  0.575  3.723  2.188  0.039
H  -0.428  2.345  2.656  0.050
H  3.836  2.581  3.182  0.053
H  4.323  1.491  1.871  0.049
H  3.732  3.120  1.493  0.035
H  1.526  2.715  -2.447  0.153
H  2.589  3.365  -1.073  0.125
F  -4.568  6.724  0.177  0.128
C  -4.513  6.531  -1.172  -0.516
F  -5.375  5.497  -1.407  0.124
F  -5.029  7.657  -1.757  0.133
C  -3.108  6.251  -1.636  -0.102
C  -2.823  5.146  -2.436  0.016
C  -1.496  4.809  -2.740  -0.014
C  -0.392  5.493  -2.171  -0.180
C  0.957  4.873  -2.228  -0.020
C  2.070  5.798  -1.864  -0.250
C  3.234  5.841  -2.642  -0.018
C  4.327  6.585  -2.203  -0.056
C  4.271  7.307  -1.012  -0.052
C  3.171  7.129  -0.175  -0.053
C  2.076  6.366  -0.588  -0.053
C  -0.735  6.719  -1.520  0.004
C  -2.055  7.056  -1.204  0.015
H  -3.631  4.543  -2.847  0.132
H  -1.295  3.941  -3.371  0.119
H  1.045  4.423  -3.268  0.145
H  3.284  5.301  -3.585  0.123
H  5.213  6.677  -2.828  0.115
H  5.115  7.919  -0.679  0.121
H  3.136  7.631  0.789  0.114
H  1.226  6.212  0.074  0.119
H  -0.004  7.482  -1.221  0.118
H  -2.300  7.941  -0.609  0.139

***

Entry 3:
Molecular formula: C20H21FN2O2
Method: DFT, wB97M-V/def2-TZVPD

The value obtained for the energy relative to the best compared isomer or geometry (same formula, charge and spin) is 399.3 kcal/mol. As for the spin multiplicity: 1. Its HOMO energy is -7.58 eV.

Last column: Löwdin charge in e.
CARTESIAN COORDINATES (ANGSTROEM)
C  -2.547  0.053  -4.181  -0.015
C  -2.479  0.706  -2.884  -0.399
O  -3.389  1.203  -2.264  0.107
C  -1.041  0.764  -2.349  -0.199
C  -0.860  1.394  -1.338  -0.109
C  0.439  1.656  -0.607  0.014
C  1.564  1.126  -1.143  -0.026
C  1.395  0.121  -2.272  -0.237
C  0.202  0.077  -2.901  0.076
H  0.023  -0.404  -3.836  0.092
F  2.512  -0.393  -2.705  0.081
N  2.963  0.899  -0.439  -0.141
C  2.978  1.788  0.474  -0.281
H  2.434  2.769  0.667  0.126
C  2.815  1.001  1.945  -0.259
N  2.184  -0.009  1.691  -0.112
C  0.724  -0.223  1.864  -0.291
O  0.224  0.657  2.562  0.052
C  0.115  -1.685  1.614  -0.074
C  -1.286  -1.422  1.869  -0.244
C  -2.152  -1.145  0.808  -0.051
C  -3.440  -0.824  1.228  -0.039
C  -3.987  -1.326  2.502  -0.101
C  -3.090  -1.650  3.413  -0.084
C  -1.682  -2.167  3.144  0.127
H  -1.162  -2.291  3.852  -0.023
H  -3.576  -2.083  4.153  0.043
H  -5.048  -1.360  2.764  0.107
H  -4.199  -0.480  0.358  0.142
H  -1.904  -0.704  -0.128  0.082
H  0.669  -2.501  2.089  0.124
H  0.344  -1.774  0.354  0.181
C  2.965  -1.026  0.972  -0.121
H  3.772  -1.409  1.418  0.085
H  2.405  -1.851  0.492  0.121
C  3.602  -0.246  -0.071  -0.202
H  3.574  -1.017  -1.206  0.214
H  4.570  0.305  0.014  0.147
H  3.762  0.936  2.560  0.138
H  2.263  1.775  2.755  0.184
H  3.965  2.332  0.608  0.123
H  0.609  2.359  0.493  0.198
H  -1.581  2.064  -0.767  0.156
H  -1.853  0.478  -5.121  0.178
H  -3.390  -0.010  -4.547  -0.035
H  -2.380  -1.097  -4.088  0.144